Entry from the OMol25 dataset: a cluster of 10 separate species, C79H164F12N6O9 in total in a non-equilibrium geometry (ωB97M-V with the def2-TZVPD basis set).

Cartesian coordinates (Å):
C -3.885 -3.752 -4.355
C -2.836 -2.860 -3.557
C -1.467 -3.503 -3.476
C -1.393 -4.526 -2.368
N -0.604 -5.703 -2.815
C -1.462 -6.478 -3.858
C -1.542 -7.899 -3.479
C -1.416 -7.825 -1.925
C -0.428 -6.666 -1.685
C 0.731 -5.271 -3.418
C 1.871 -4.743 -2.582
C 2.898 -4.325 -3.647
H -4.185 -4.656 -3.854
H -3.445 -3.958 -5.332
H -4.755 -3.159 -4.607
H -3.378 -2.710 -2.631
H -2.766 -1.909 -4.050
H -0.697 -2.762 -3.355
H -1.294 -4.030 -4.432
H -2.339 -4.950 -2.039
H -0.931 -4.129 -1.479
H -1.138 -6.256 -4.862
H -2.493 -6.108 -3.681
H -0.725 -8.559 -3.843
H -2.502 -8.284 -3.714
H -0.941 -8.740 -1.508
H -2.380 -7.694 -1.407
H 0.553 -7.063 -1.859
H -0.577 -6.267 -0.691
H 0.492 -4.538 -4.201
H 1.183 -6.182 -3.822
H 2.267 -5.638 -2.061
H 1.632 -3.901 -1.920
H 2.672 -3.354 -4.067
H 2.866 -5.028 -4.479
H 3.898 -4.216 -3.185
C -1.395 4.977 -4.358
C 0.113 4.979 -4.274
C 0.806 3.637 -4.634
C 0.712 3.280 -6.149
N 1.606 2.260 -6.723
C 2.775 3.021 -7.350
C 2.259 3.473 -8.770
C 0.826 2.684 -8.852
C 0.932 1.569 -7.883
C 2.114 1.279 -5.659
C 1.014 0.460 -4.964
C 1.486 0.346 -3.499
H -1.774 4.650 -5.297
H -1.829 5.919 -4.066
H -1.738 4.269 -3.592
H 0.381 5.269 -3.229
H 0.563 5.760 -4.942
H 0.372 2.813 -4.078
H 1.857 3.659 -4.294
H 0.917 4.206 -6.709
H -0.308 2.878 -6.306
H 3.666 2.429 -7.421
H 3.008 3.783 -6.621
H 2.990 3.148 -9.516
H 2.188 4.595 -8.741
H 0.737 2.250 -9.833
H -0.003 3.381 -8.672
H 1.634 0.798 -8.211
H 0.010 1.134 -7.479
H 2.658 1.912 -4.966
H 2.825 0.565 -6.087
H 1.003 -0.550 -5.386
H -0.020 0.827 -5.086
H 0.803 -0.320 -2.941
H 1.516 1.247 -2.901
H 2.533 -0.134 -3.349
C 0.358 5.394 9.260
C 0.258 4.037 8.595
C 1.111 3.902 7.334
C 0.994 2.449 6.957
N 1.581 2.075 5.649
C 1.389 0.624 5.312
C 2.426 -0.039 6.147
C 3.629 0.930 6.125
C 3.035 2.307 5.633
C 1.031 3.003 4.572
C -0.455 3.129 4.376
C -0.723 4.466 3.638
H 1.410 5.668 9.484
H -0.227 5.424 10.193
H -0.073 6.153 8.609
H -0.796 3.861 8.299
H 0.565 3.313 9.386
H 2.122 4.300 7.561
H 0.642 4.613 6.642
H -0.072 2.221 6.928
H 1.300 1.789 7.795
H 1.627 0.556 4.263
H 0.353 0.360 5.470
H 2.779 -0.998 5.882
H 2.003 -0.156 7.113
H 4.286 0.593 5.333
H 4.125 1.155 7.021
H 3.354 2.454 4.581
H 3.313 3.152 6.269
H 1.490 2.564 3.639
H 1.391 3.997 4.774
H -1.014 3.183 5.301
H -0.859 2.250 3.936
H -1.645 4.591 3.072
H 0.066 4.617 2.893
H -0.629 5.358 4.298
C 4.363 3.610 -2.146
C 4.585 5.054 -2.068
C 3.435 5.987 -2.383
C 3.829 7.467 -2.341
N 2.703 8.450 -2.672
C 2.377 8.542 -4.155
C 1.777 9.880 -4.371
C 2.549 10.819 -3.498
C 3.303 9.924 -2.531
C 1.467 8.123 -1.845
C 1.704 8.265 -0.332
C 0.388 8.522 0.451
H 5.168 3.006 -1.772
H 4.265 3.250 -3.183
H 3.477 3.286 -1.538
H 5.461 5.275 -2.737
H 4.987 5.301 -1.035
H 2.620 5.815 -1.688
H 3.114 5.771 -3.390
H 4.589 7.626 -3.073
H 4.244 7.737 -1.360
H 1.700 7.721 -4.416
H 3.339 8.410 -4.615
H 0.715 9.740 -4.295
H 1.845 10.161 -5.436
H 1.982 11.521 -2.916
H 3.138 11.475 -4.149
H 3.368 10.282 -1.489
H 4.325 9.713 -2.884
H 1.119 7.117 -2.082
H 0.575 8.717 -2.077
H 2.332 9.123 -0.177
H 2.166 7.396 0.100
H -0.198 7.628 0.334
H -0.204 9.358 0.023
H 0.568 8.702 1.510
C -6.103 -2.509 -1.861
C -6.459 -2.157 -0.381
C -5.322 -1.660 0.426
C -5.708 -1.769 1.900
N -4.650 -1.431 2.922
C -3.646 -2.536 2.853
C -2.971 -2.534 4.228
C -4.053 -1.862 5.190
C -5.248 -1.437 4.294
C -3.848 -0.133 2.598
C -4.798 1.080 2.456
C -4.024 2.430 2.542
H -5.441 -3.377 -1.908
H -5.502 -1.775 -2.451
H -7.003 -2.790 -2.464
H -6.817 -3.116 0.062
H -7.289 -1.437 -0.306
H -5.135 -0.594 0.213
H -4.371 -2.121 0.263
H -5.994 -2.795 2.206
H -6.610 -1.186 2.022
H -2.848 -2.385 2.135
H -4.117 -3.474 2.589
H -2.110 -1.935 4.337
H -2.750 -3.494 4.573
H -3.566 -1.090 5.662
H -4.390 -2.515 6.000
H -5.694 -0.502 4.510
H -6.005 -2.258 4.337
H -3.233 -0.248 1.698
H -3.217 -0.004 3.455
H -5.488 0.951 3.289
H -5.419 1.095 1.574
H -4.682 3.275 2.503
H -3.287 2.543 1.753
H -3.408 2.473 3.445
C 3.598 -6.262 1.646
C 3.570 -5.684 3.039
N 2.413 -6.008 3.891
C 1.103 -5.656 3.182
C 2.564 -7.588 4.242
C 1.362 -8.189 4.855
C 2.517 -5.314 5.234
C 2.018 -3.864 5.253
O 2.571 -3.139 4.180
C 1.593 -2.275 3.565
H 3.883 -7.298 1.575
H 4.370 -5.708 1.156
H 2.652 -6.056 1.122
H 3.541 -4.589 3.001
H 4.466 -5.857 3.631
H 1.092 -4.689 2.672
H 0.310 -5.752 3.927
H 0.806 -6.397 2.454
H 3.473 -7.547 4.816
H 2.789 -8.178 3.324
H 0.935 -7.537 5.612
H 1.684 -9.150 5.335
H 0.641 -8.439 4.071
H 3.542 -5.447 5.527
H 1.923 -5.862 5.987
H 2.223 -3.529 6.226
H 0.929 -3.904 5.111
H 0.957 -1.767 4.302
H 0.892 -2.825 2.917
H 2.113 -1.540 3.000
C -0.112 -0.868 1.054
O -0.566 0.234 0.230
O -0.788 -1.045 2.195
C -0.161 -1.975 0.010
F -1.328 -2.089 -0.511
F 0.733 -1.714 -0.957
F 0.229 -3.119 0.506
C -0.447 1.525 0.745
C -0.294 2.468 -0.508
H -1.300 2.602 -0.898
H 0.236 3.392 -0.298
H 0.211 1.860 -1.219
H 0.392 1.605 1.456
H -1.321 1.858 1.269
H 0.948 -0.771 1.304
C 3.370 0.859 1.505
O 4.558 0.139 1.811
O 2.401 0.723 2.380
C 3.665 2.382 1.357
F 2.633 2.886 0.822
F 3.910 3.061 2.506
F 4.695 2.740 0.486
C 4.343 -1.227 1.620
C 5.052 -1.837 0.380
H 4.685 -2.866 0.186
H 4.736 -1.305 -0.534
H 6.166 -1.817 0.318
H 3.222 -1.390 1.572
H 4.777 -1.767 2.443
H 3.135 0.559 0.525
C -2.957 1.175 -5.883
O -2.945 0.813 -4.543
O -1.856 1.848 -6.212
C -3.000 -0.047 -6.717
F -3.956 -0.982 -6.407
F -3.228 0.186 -8.043
F -1.849 -0.757 -6.621
C -4.171 0.528 -3.896
C -3.998 0.724 -2.406
H -4.970 0.563 -1.999
H -3.229 0.120 -1.975
H -3.820 1.781 -2.247
H -4.516 -0.455 -4.285
H -4.890 1.247 -4.301
H -3.860 1.714 -6.127
C -2.453 -5.527 1.950
O -2.919 -5.985 3.247
O -1.463 -6.170 1.459
C -3.812 -5.672 1.047
F -4.931 -5.347 1.795
F -3.802 -4.814 -0.053
F -4.018 -6.960 0.508
C -2.702 -7.266 3.631
C -3.108 -7.400 5.061
H -2.577 -8.168 5.582
H -2.841 -6.435 5.490
H -4.224 -7.517 5.210
H -1.651 -7.508 3.520
H -3.265 -7.917 2.952
H -2.136 -4.433 1.978

Results
- multiplicity = 1
- HOMO level (eV) = -9.73
- LUMO level (eV) = -3.1
- total charge = +2
- F_max (eV/A) = 4.076
- electronic energy (eV) = -144539.840
- Kohn-Sham gap (eV) = 6.599

Results of the Löwdin charge analysis, in e, for atoms 1 through 6:
1. C -0.074
2. C -0.199
3. C -0.167
4. C -0.119
5. N -0.189
6. C -0.089